{
  "formula": "C33H51BrCdNP3",
  "method": "ωB97M-V/def2-TZVPD",
  "gap_ev": [3.909, 3.882],
  "molar_mass_g_mol": 747.02,
  "total_charge": 2,
  "de_lowest_ev": 0.927,
  "symbols": ["N", "C", "C", "C", "C", "C", "C", "Cd", "P", "C", "C", "C", "C", "C", "C", "C", "Br", "H", "H", "H", "H", "H", "H", "H", "H", "H", "H", "P", "C", "C", "H", "H", "H", "H", "H", "C", "C", "H", "H", "H", "H", "H", "C", "C", "H", "H", "H", "H", "H", "C", "C", "H", "H", "H", "H", "H", "C", "C", "H", "H", "H", "H", "H", "C", "C", "H", "H", "H", "H", "H", "C", "P", "C", "C", "C", "C", "C", "C", "C", "H", "H", "H", "H", "H", "H", "H", "H", "H", "H", "H"],
  "positions_angstrom": [[5.302, -3.629, -5.529], [5.246, -4.108, -4.289], [4.569, -3.434, -3.263], [3.815, -2.282, -3.574], [3.977, -1.747, -4.876], [4.710, -2.467, -5.826], [2.804, -1.792, -2.661], [0.872, -0.243, -1.424], [-3.350, 0.734, -0.933], [1.498, -1.427, -3.142], [0.395, -2.434, -3.209], [-0.468, -2.426, -4.332], [-1.629, -3.200, -4.324], [-1.889, -4.052, -3.247], [-0.965, -4.170, -2.174], [0.179, -3.377, -2.177], [-3.466, -5.052, -3.226], [3.055, -1.802, -1.588], [1.506, -0.751, -4.004], [4.510, -3.877, -2.271], [3.471, -0.832, -5.176], [5.741, -5.057, -4.090], [4.791, -2.093, -6.850], [-0.234, -1.802, -5.191], [0.887, -3.514, -1.354], [-2.325, -3.164, -5.157], [-1.132, -4.869, -1.349], [1.468, 2.377, -1.337], [-3.201, -1.060, -1.257], [-4.612, -1.601, -1.540], [-2.753, -1.532, -0.368], [-2.519, -1.234, -2.107], [-4.631, -2.694, -1.533], [-5.327, -1.249, -0.782], [-4.976, -1.276, -2.523], [-2.708, 1.533, -2.439], [-3.759, 2.494, -3.028], [-2.476, 0.727, -3.151], [-1.770, 2.066, -2.211], [-3.429, 2.874, -4.005], [-4.729, 1.997, -3.172], [-3.934, 3.361, -2.376], [-2.300, 1.143, 0.511], [-3.125, 1.831, 1.606], [-1.465, 1.768, 0.171], [-1.872, 0.197, 0.879], [-2.507, 2.499, 2.213], [-3.951, 2.420, 1.187], [-3.562, 1.099, 2.294], [0.988, 3.120, 0.304], [1.615, 4.452, 0.725], [1.217, 2.327, 1.034], [-0.110, 3.243, 0.289], [2.628, 4.312, 1.126], [1.634, 5.199, -0.082], [1.030, 4.888, 1.547], [0.450, 3.491, -2.414], [0.387, 3.077, -3.883], [0.859, 4.508, -2.323], [-0.556, 3.542, -1.978], [1.405, 2.931, -4.280], [-0.191, 2.147, -4.012], [-0.112, 3.871, -4.459], [3.222, 2.951, -1.547], [4.257, 2.195, -0.706], [3.279, 4.027, -1.318], [3.475, 2.884, -2.612], [5.206, 2.105, -1.231], [4.463, 2.701, 0.238], [3.908, 1.189, -0.501], [2.362, -1.289, 2.063], [0.636, -0.893, 1.623], [-0.060, -2.597, 1.671], [0.070, -0.255, 3.297], [0.796, 0.797, 3.896], [0.330, 1.429, 5.047], [-0.848, 0.990, 5.676], [-1.524, -0.111, 5.138], [-1.076, -0.724, 3.970], [2.803, -2.021, 1.381], [2.393, -1.672, 3.089], [2.975, -0.388, 2.017], [0.317, -3.140, 2.548], [-1.163, -2.604, 1.688], [0.276, -3.127, 0.765], [1.745, 1.134, 3.449], [0.880, 2.277, 5.458], [-1.224, 1.500, 6.558], [-2.417, -0.487, 5.641], [-1.624, -1.590, 3.582]],
  "mulliken_charge": [-0.48, -0.39, -0.45, 0.16, -0.30, -0.41, -0.46, 1.75, -0.31, -1.25, 0.95, -0.79, -0.67, -0.11, -0.64, 0.13, -0.08, 0.27, 1.09, 0.41, 0.37, 0.39, 0.37, 0.46, 0.60, 0.48, 0.48, 0.22, 1.19, -1.41, -0.06, -0.69, 0.34, 0.42, 0.34, 1.09, -1.47, 0.39, -1.28, 0.40, 0.40, 0.37, 2.39, -1.43, -1.12, -1.08, 0.35, 0.45, 0.35, 0.58, -1.49, -0.45, 0.29, 0.35, 0.31, 0.40, -0.85, -1.12, 0.50, 0.59, 0.32, 0.18, 0.41, -0.49, -0.97, 0.42, 0.53, 0.39, 0.24, 0.13, -1.44, 0.65, -1.19, 0.66, -0.57, -0.72, -0.59, -0.66, -0.28, 0.46, 0.48, 0.39, 0.51, 0.32, 0.20, 0.21, 0.41, 0.43, 0.41, 0.28]
}



{
  "formula": "C54H69AsMnOP3Si",
  "method": "ωB97M-V/def2-TZVPD",
  "gap_ev": [8.239, 7.485],
  "molar_mass_g_mol": 985.01,
  "total_charge": 1,
  "multiplicity": 2,
  "symbols": ["Mn", "C", "C", "C", "P", "C", "C", "C", "C", "C", "C", "C", "C", "C", "Si", "C", "C", "C", "C", "C", "C", "P", "C", "C", "C", "C", "C", "C", "C", "C", "C", "C", "C", "C", "P", "C", "C", "C", "C", "C", "C", "H", "H", "H", "H", "H", "H", "H", "H", "H", "H", "H", "H", "H", "H", "H", "H", "H", "H", "H", "H", "H", "H", "H", "H", "H", "H", "H", "H", "H", "H", "H", "H", "H", "H", "H", "H", "H", "H", "H", "H", "H", "H", "H", "H", "H", "H", "H", "H", "H", "H", "H", "H", "H", "H", "O", "As", "C", "C", "C", "C", "C", "C", "C", "C", "C", "C", "C", "C", "C", "C", "C", "C", "C", "C", "H", "H", "H", "H", "H", "H", "H", "H", "H", "H", "H", "H", "H", "H", "H"],
  "positions_angstrom": [[0.222, 0.433, -0.590], [4.215, -2.206, 0.634], [2.829, -1.565, 0.651], [1.782, -2.679, 0.641], [2.414, -0.368, -0.697], [3.595, 1.054, -0.569], [3.021, 1.999, 0.495], [5.080, 0.839, -0.280], [2.723, -1.384, -2.179], [3.978, -1.671, -2.715], [4.096, -2.559, -3.772], [2.963, -3.181, -4.284], [1.716, -2.892, -3.754], [1.568, -1.982, -2.703], [-0.078, -1.262, -2.095], [-0.857, -0.636, -3.699], [-1.403, -1.445, -4.698], [-1.878, -0.899, -5.879], [-1.790, 0.474, -6.091], [-1.254, 1.292, -5.111], [-0.814, 0.742, -3.904], [-0.135, 1.728, -2.521], [1.184, 2.668, -3.422], [1.882, 3.696, -2.533], [2.174, 1.693, -4.060], [-1.434, 3.001, -2.113], [-1.172, 3.578, -0.719], [-1.668, 4.127, -3.120], [-1.261, -2.543, -1.362], [-1.117, -3.921, -1.525], [-2.053, -4.809, -1.015], [-3.168, -4.324, -0.348], [-3.323, -2.958, -0.159], [-2.363, -2.058, -0.629], [-2.462, -0.238, -0.366], [-4.015, 0.283, -1.278], [-3.967, -0.012, -2.774], [-5.333, -0.276, -0.742], [-2.888, 0.099, 1.425], [-3.681, -0.869, 2.306], [-3.485, 1.506, 1.536], [4.281, -2.923, 1.457], [5.031, -1.499, 0.751], [4.373, -2.765, -0.290], [2.712, -0.972, 1.558], [1.945, -3.346, -0.208], [0.772, -2.285, 0.566], [1.858, -3.282, 1.551], [3.506, 1.541, -1.543], [3.097, 1.551, 1.488], [1.967, 2.238, 0.321], [3.580, 2.937, 0.508], [5.236, 0.532, 0.755], [5.607, 1.786, -0.415], [5.554, 0.106, -0.929], [4.870, -1.205, -2.317], [5.070, -2.769, -4.194], [3.056, -3.878, -5.107], [0.840, -3.354, -4.197], [-1.474, -2.518, -4.547], [-2.306, -1.537, -6.641], [-2.142, 0.904, -7.020], [-1.185, 2.356, -5.296], [0.678, 3.202, -4.231], [2.262, 3.241, -1.618], [1.218, 4.510, -2.244], [2.730, 4.137, -3.062], [2.590, 0.996, -3.331], [3.002, 2.245, -4.510], [1.703, 1.092, -4.838], [-2.346, 2.397, -2.058], [-0.295, 4.229, -0.713], [-1.011, 2.791, 0.023], [-2.027, 4.175, -0.391], [-0.751, 4.672, -3.347], [-2.375, 4.849, -2.705], [-2.092, 3.766, -4.055], [-0.257, -4.308, -2.063], [-1.922, -5.875, -1.152], [-3.921, -5.006, 0.027], [-4.198, -2.603, 0.363], [-4.030, 1.370, -1.141], [-3.852, -1.083, -2.954], [-3.163, 0.503, -3.287], [-4.910, 0.299, -3.227], [-5.423, -1.340, -0.964], [-6.157, 0.227, -1.254], [-5.476, -0.129, 0.323], [-1.890, 0.155, 1.848], [-4.746, -0.872, 2.084], [-3.575, -0.546, 3.346], [-3.319, -1.891, 2.251], [-4.534, 1.517, 1.234], [-2.950, 2.241, 0.930], [-3.439, 1.840, 2.575], [0.299, 0.255, 1.422], [0.329, 0.158, 3.082], [2.082, 0.382, 3.823], [2.570, 1.664, 4.056], [3.865, 1.832, 4.524], [4.665, 0.723, 4.764], [4.172, -0.557, 4.547], [2.878, -0.732, 4.081], [-0.286, -1.539, 3.692], [-0.858, -2.422, 2.787], [-1.245, -3.684, 3.215], [-1.070, -4.050, 4.541], [-0.505, -3.161, 5.448], [-0.104, -1.904, 5.026], [-0.738, 1.591, 3.757], [-1.523, 1.455, 4.896], [-2.258, 2.540, 5.351], [-2.198, 3.754, 4.679], [-1.411, 3.887, 3.543], [-0.684, 2.803, 3.074], [1.944, 2.531, 3.880], [4.247, 2.827, 4.708], [5.674, 0.857, 5.130], [4.795, -1.420, 4.745], [2.495, -1.732, 3.912], [-1.008, -2.130, 1.757], [-1.685, -4.374, 2.506], [-1.373, -5.035, 4.872], [-0.366, -3.453, 6.481], [0.373, -1.228, 5.727], [-1.585, 0.507, 5.418], [-2.878, 2.438, 6.232], [-2.770, 4.598, 5.041], [-1.372, 4.831, 3.015], [-0.084, 2.892, 2.175]],
  "mulliken_charge": [0.65, -1.73, 2.21, -1.40, -0.63, 1.51, -1.73, -2.04, 0.44, -0.52, -0.92, -1.00, 0.07, 0.47, 0.41, 0.72, -0.80, -0.82, -1.05, -0.62, -0.54, 1.08, 0.39, -1.68, -1.53, 1.96, -1.02, -1.54, 0.49, -0.01, -0.83, -1.29, -0.57, 0.09, 0.21, 0.41, -1.08, -1.70, 1.75, -1.75, -1.74, 0.49, 0.34, 0.36, -0.68, 0.53, -0.75, 0.73, 0.34, 0.13, -0.14, 0.80, 0.39, 0.48, 0.32, 0.19, 0.45, 0.45, 0.42, 0.38, 0.45, 0.46, 0.33, 0.84, 0.29, 0.32, 0.48, 0.26, 0.57, 0.21, -0.71, 0.18, -0.68, 0.64, 0.27, 0.51, 0.37, 0.42, 0.46, 0.44, 0.59, 0.69, 0.29, -0.07, 0.62, 0.32, 0.50, 0.30, -1.13, 0.40, 0.27, 0.36, 0.35, 0.25, 0.46, 1.66, 1.65, 0.98, -0.54, -0.81, -0.76, -0.80, -0.65, 0.35, 0.08, -0.86, -0.84, -1.03, -0.23, 0.86, -0.48, -0.78, -0.84, -0.94, -0.39, 0.37, 0.47, 0.41, 0.47, 0.32, -0.37, 0.52, 0.42, 0.49, 0.53, 0.37, 0.44, 0.40, 0.45, 0.23]
}



{
  "formula": "C17H23N3O2S",
  "method": "ωB97M-V/def2-TZVPD",
  "smiles": "N#Cc1ccc(S(=O)(=O)N2CCC(N3CCCCC3)CC2)cc1",
  "gap_ev": 8.247,
  "molar_mass_g_mol": 333.46,
  "de_lowest_ev": 3.098,
  "symbols": ["N", "C", "C", "C", "C", "C", "C", "C", "H", "H", "S", "O", "O", "N", "C", "C", "H", "H", "C", "N", "C", "C", "C", "C", "C", "H", "H", "H", "H", "H", "H", "H", "H", "H", "H", "C", "C", "H", "H", "H", "H", "H", "H", "H", "H", "H"],
  "positions_angstrom": [[8.768, -0.183, 0.486], [7.651, -0.027, 0.290], [6.268, 0.162, 0.049], [5.654, -0.500, -1.017], [4.304, -0.315, -1.243], [3.582, 0.525, -0.415], [4.181, 1.189, 0.639], [5.532, 1.011, 0.878], [6.022, 1.520, 1.694], [3.582, 1.848, 1.247], [1.818, 0.699, -0.697], [1.587, 0.659, -2.112], [1.360, 1.836, 0.048], [1.310, -0.737, 0.001], [0.592, -1.673, -0.844], [-0.916, -1.659, -0.557], [-1.152, -2.377, 0.229], [-1.473, -1.930, -1.453], [-1.298, -0.243, -0.113], [-2.722, -0.004, -0.226], [-3.582, -0.765, 0.658], [-5.017, -0.701, 0.137], [-5.486, 0.748, 0.085], [-4.505, 1.559, -0.755], [-3.090, 1.399, -0.204], [-2.384, 1.954, -0.826], [-3.049, 1.817, 0.817], [-4.524, 1.197, -1.783], [-4.781, 2.615, -0.754], [-6.491, 0.809, -0.338], [-5.522, 1.156, 1.099], [-5.044, -1.127, -0.867], [-5.669, -1.293, 0.782], [-3.248, -1.803, 0.677], [-3.565, -0.374, 1.692], [-0.676, 0.011, 1.278], [0.741, -0.584, 1.323], [0.738, -1.574, 1.787], [1.414, 0.061, 1.890], [-1.289, -0.451, 2.052], [-0.631, 1.085, 1.456], [-0.824, 0.450, -0.821], [1.012, -2.673, -0.685], [0.787, -1.368, -1.872], [3.797, -0.800, -2.062], [6.240, -1.148, -1.652]],
  "mulliken_charge": [-0.49, 0.04, 0.52, -0.88, -0.38, 0.04, -0.25, -0.81, 0.46, 0.51, 1.43, -0.73, -0.66, 0.25, -1.10, -0.86, 0.36, 0.43, -0.03, 0.28, -0.57, -0.90, -0.69, -0.83, -0.61, 0.42, 0.31, 0.31, 0.38, 0.33, 0.31, 0.33, 0.38, 0.43, 0.29, -0.51, -1.13, 0.46, 0.35, 0.54, 0.33, 0.18, 0.33, 0.50, 0.48, 0.45]
}



{
  "formula": "C4H10N",
  "method": "ωB97M-V/def2-TZVPD",
  "gap_ev": [10.549, 8.623],
  "molar_mass_g_mol": 72.13,
  "de_lowest_ev": 1.295,
  "multiplicity": 2,
  "symbols": ["C", "C", "C", "C", "N", "H", "H", "H", "H", "H", "H", "H", "H", "H", "H"],
  "positions_angstrom": [[1.161, 1.230, 0.093], [1.129, -0.385, 0.308], [-0.266, -0.828, 0.369], [-0.719, -1.297, 1.546], [-1.374, 0.382, -1.949], [0.545, 1.652, 0.929], [0.667, 1.568, -0.856], [2.157, 1.644, 0.167], [1.634, -0.593, 1.280], [1.660, -0.909, -0.495], [-1.666, -1.713, 1.732], [-0.074, -1.228, 2.407], [-1.074, -0.078, -1.067], [-2.260, 0.850, -1.801], [-1.520, -0.295, -2.663]],
  "mulliken_charge": [-1.02, -0.39, 0.06, -0.81, -0.72, 0.27, 0.35, 0.33, 0.28, 0.27, 0.32, 0.21, 0.41, 0.22, 0.22]
}



{
  "formula": "Hg7O20P5",
  "method": "ωB97M-V/def2-TZVPD",
  "gap_ev": 2.287,
  "molar_mass_g_mol": 1878.98,
  "total_charge": -1,
  "symbols": ["Hg", "Hg", "Hg", "Hg", "Hg", "Hg", "Hg", "P", "O", "O", "O", "O", "P", "O", "O", "O", "O", "P", "O", "O", "O", "O", "P", "O", "O", "O", "O", "P", "O", "O", "O", "O"],
  "positions_angstrom": [[12.015, -16.856, -1.038], [11.824, -13.191, 0.607], [16.617, -14.546, 2.440], [14.148, -12.429, -2.161], [16.044, -17.790, 0.196], [15.693, -15.552, -3.153], [17.578, -13.065, -1.313], [15.044, -11.706, 0.640], [13.658, -12.348, 0.116], [15.683, -11.411, -0.739], [16.031, -12.479, 1.690], [14.869, -10.161, 0.823], [12.337, -14.321, -3.244], [13.947, -14.211, -3.496], [12.049, -13.242, -2.133], [11.930, -15.793, -2.945], [11.636, -13.607, -4.380], [18.719, -17.398, 2.425], [18.372, -18.880, 2.842], [19.999, -17.519, 1.409], [19.576, -16.659, 3.480], [17.648, -16.774, 1.421], [16.060, -11.778, -4.518], [14.616, -11.873, -5.273], [16.009, -10.309, -4.095], [17.326, -12.060, -5.388], [16.136, -12.688, -3.291], [14.492, -15.180, -0.413], [12.920, -15.070, -0.082], [15.458, -15.540, 0.877], [15.228, -14.139, -1.418], [14.498, -16.688, -1.016]],
  "mulliken_charge": [0.88, 1.05, 1.37, 1.60, 0.84, 0.59, 0.61, 0.27, -0.46, -0.62, -0.59, -0.70, 0.60, -0.55, -0.70, -0.75, -0.69, 0.71, -0.59, -0.37, -0.48, -0.27, 0.36, -0.31, -0.35, -0.55, -0.18, 0.73, -0.75, -0.67, 0.09, -1.14]
}